1.
DFT (wB97M-V/def2-TZVPD) results for a molecular structure, C32H40GeN7O5Rb at a distorted geometry.

Calculated values
DFT total energy = -4103.9660 hartree
HOMO-LUMO gap = 7.205 eV
multiplicity = 1
strongest force on any atom = 1.1 eV/A
energy relative to the best compared isomer or geometry (same formula, charge and spin) = 0.000 eV

Geometry as XYZ:
```
86
C32H40GeN7O5Rb (wB97M-V/def2-TZVPD)
Rb -1.51391 0.50534 -0.62825
O -3.72932 3.01594 0.10469
C -4.78858 2.12439 -0.22800
C -5.24886 1.32333 0.98614
N -4.14761 0.62347 1.61800
C -3.57500 1.20987 2.79508
C -2.05077 1.20963 2.72722
O -1.48529 0.70398 3.78670
O -1.45548 1.66367 1.76645
C -4.12255 -0.84168 1.56907
C -3.27255 -1.29423 0.37465
O -2.12849 -1.74091 0.63000
O -3.72234 -1.00774 -0.75629
H -3.05359 2.50593 0.57933
H -4.48427 1.41409 -1.00584
H -5.59865 2.74527 -0.61552
H -5.99402 0.59205 0.66331
H -5.73024 1.99136 1.71308
H -3.89525 0.72863 3.73056
H -3.86109 2.26654 2.83708
H -5.13735 -1.24814 1.48111
H -3.67896 -1.21661 2.49469
C 2.07811 -2.79882 0.55710
C 1.14293 -1.77389 0.47948
N 0.80691 -1.23344 -0.68147
C 1.40188 -1.70742 -1.77356
C 2.36431 -2.70970 -1.67443
N 2.70507 -3.25868 -0.51581
C 0.96874 -1.13987 -3.09782
C 1.42379 -1.68173 -4.29795
C 0.99248 -1.13351 -5.49842
C 0.09125 -0.07929 -5.45104
C -0.34152 0.37979 -4.21202
N 0.10796 -0.12296 -3.06257
C -1.37650 1.46366 -4.13357
C -2.29969 1.65722 -5.15919
N -3.23724 2.59330 -5.10826
C -3.26155 3.33400 -4.01063
C -2.36235 3.13929 -2.96838
N -1.41901 2.20879 -3.03102
C 1.47296 -1.66150 -6.79598
C 2.78733 -2.08399 -6.96763
C 3.18010 -2.55905 -8.20932
N 2.37279 -2.64554 -9.25929
C 1.11928 -2.24587 -9.08747
C 0.62225 -1.74883 -7.89267
H 2.32653 -3.24195 1.51327
H 0.63322 -1.40798 1.35949
H 2.88151 -3.08420 -2.54646
H 2.08304 -2.53506 -4.31029
H -0.23557 0.39504 -6.36365
H -2.29753 1.01995 -6.03378
H -4.01893 4.10380 -3.93300
H -2.42616 3.72624 -2.06067
H 3.50548 -2.01978 -6.16238
H 4.20363 -2.88139 -8.36016
H 0.46576 -2.32794 -9.94795
H -0.41714 -1.46177 -7.81817
C 3.70409 1.43945 3.71509
C 3.38234 2.73524 4.44498
C 2.09971 2.67717 5.26189
C 0.84179 2.48968 4.41182
Ge 0.36799 0.68115 3.90836
C 0.50110 -0.63920 5.32036
C 1.87585 -1.23620 5.60140
C 2.42504 -2.03311 4.43079
C 3.76137 -2.68288 4.74193
H 4.64626 1.50683 3.17085
H 2.94426 1.17778 2.97596
H 3.79325 0.60207 4.41383
H 3.30675 3.55675 3.72541
H 4.21133 2.99237 5.10958
H 2.00698 3.60206 5.83800
H 2.18303 1.88071 6.00822
H 0.89751 3.09782 3.50480
H -0.04020 2.84525 4.95753
H 0.88821 0.24116 2.53776
H -0.20268 -1.43202 5.05650
H 0.08995 -0.15925 6.21361
H 1.81172 -1.90070 6.46965
H 2.58695 -0.45630 5.88678
H 2.52673 -1.39585 3.54056
H 1.68415 -2.79613 4.16388
H 4.51241 -1.93014 4.98462
H 4.13838 -3.26151 3.90056
H 3.68582 -3.35328 5.59770
```

=====

2.
DFT (wB97M-V/def2-TZVPD) results for a molecular structure, C32H40I2N2P2Si2Sn at a distorted geometry.

Calculated values
DFT total energy = -3424.3416 hartree
HOMO-LUMO gap = 6.733 eV
multiplicity = 1
strongest force on any atom = 2.9 eV/A
energy relative to the best compared isomer or geometry (same formula, charge and spin) = 0.000 eV

Geometry as XYZ:
```
81
C32H40I2N2P2Si2Sn (wB97M-V/def2-TZVPD)
Sn -0.76299 -1.62897 -0.68545
C -1.00237 -3.97011 2.17419
Si -1.81137 -2.37760 2.70758
C -1.37404 -2.07878 4.49799
C -3.74601 -2.47649 2.71917
N -1.14953 -1.19159 1.51428
P -1.10292 0.44435 1.26742
C -0.42422 0.60468 -0.30317
P 1.02571 0.56893 -1.28208
N 1.36051 -1.02126 -1.41476
Si 2.61164 -2.01265 -2.20893
C 2.30456 -2.44728 -4.01143
C 4.26260 -1.12123 -2.34707
C 2.64907 -3.55078 -1.13452
C 0.70113 1.11966 -2.95319
C 1.69930 1.46603 -3.86889
C 1.41882 2.02765 -5.13506
C 0.11108 2.43734 -5.38041
C -0.87917 2.10507 -4.45901
C -0.63731 1.45032 -3.28004
C 2.38246 1.56438 -0.67123
C 3.15569 1.10365 0.37304
C 4.23776 1.81898 0.80872
C 4.39156 3.12856 0.36061
C 3.54403 3.66508 -0.58769
C 2.48491 2.91116 -1.04455
C -2.71093 1.23542 1.43264
C -3.31251 1.59455 2.65086
C -4.57426 2.18804 2.71762
C -5.20690 2.58591 1.53136
C -4.61881 2.25277 0.30543
C -3.36366 1.57485 0.25183
C -0.08805 1.23646 2.53171
C 0.76472 0.49793 3.36623
C 1.52529 1.18931 4.32368
C 1.50807 2.58637 4.37991
C 0.66890 3.28843 3.53867
C -0.16388 2.64519 2.61805
H -1.20865 -4.75245 2.88026
H 0.12769 -3.91746 2.08504
H -1.38612 -4.39479 1.23505
H -1.93488 -2.74025 5.18921
H -1.59805 -1.05011 4.82507
H -0.31724 -2.28408 4.75048
H -4.01505 -3.53201 2.73068
H -4.24267 -2.05873 1.85421
H -4.17935 -1.97291 3.60760
H 1.42066 -1.87587 -4.36998
H 2.05425 -3.51929 -4.10159
H 3.18100 -2.24688 -4.62529
H 4.47710 -0.74190 -3.36030
H 5.04532 -1.80039 -2.06758
H 4.33429 -0.30741 -1.58699
H 1.67415 -3.74649 -0.65322
H 3.44569 -3.52739 -0.38965
H 2.79776 -4.40321 -1.78911
H 2.77729 1.25024 -3.65411
H 2.15889 2.15203 -5.89188
H -0.10401 2.82397 -6.37576
H -1.90763 2.39747 -4.64979
H -1.49766 1.21533 -2.64537
H 2.90595 0.15251 0.88578
H 4.87604 1.45775 1.59354
H 5.17239 3.80625 0.77936
H 3.72033 4.65512 -1.01030
H 1.79581 3.22973 -1.83171
H -2.81297 1.28760 3.56930
H -4.99072 2.38272 3.68247
H -6.21092 2.97454 1.57091
H -5.18070 2.49523 -0.58140
H -2.96395 1.25489 -0.72734
H 0.77200 -0.57247 3.27949
H 2.06278 0.66209 5.08828
H 2.22079 3.03467 5.08086
H 0.59351 4.39181 3.59111
H -0.93181 3.24068 2.06290
I -4.63477 -2.66246 -1.99748
C -3.64942 -4.18309 -3.29428
I -2.31663 -5.59069 -2.28492
H -2.99032 -3.66371 -3.96724
H -4.41909 -4.73494 -3.78987
```